A cluster of 14 separate species, C56H98O21 in total. Source: OMol25; level of theory: ωB97M-V/def2-TZVPD.

Computed properties:
relative energy (zero: lowest compared OMol25 entry of this formula, charge and spin): 2.224 eV
lowest unoccupied orbital energy: 0.0 eV
HOMO-LUMO gap: 9.209 eV
HOMO energy: -9.19 eV

Structure (ORCA input):
```
! RIJCOSX wB97M-V def2-TZVPD def2/J DEFGRID3
* xyz 0 1
C -16.515 1.368 25.023
C -16.915 0.770 23.679
C -15.602 0.716 22.921
O -14.598 0.511 23.922
C -14.940 1.319 25.052
H -16.981 0.842 25.857
H -16.822 2.413 25.004
H -17.720 1.331 23.206
H -17.307 -0.224 23.894
H -15.368 1.617 22.354
H -15.550 -0.091 22.189
H -14.553 2.332 24.944
H -14.495 0.911 25.959
C -9.828 -10.640 16.631
C -8.505 -10.362 15.959
C -7.549 -11.304 16.688
O -7.939 -11.098 18.042
C -9.315 -10.746 18.095
H -10.281 -11.594 16.361
H -10.530 -9.809 16.562
H -8.277 -9.303 16.079
H -8.452 -10.619 14.901
H -6.483 -11.167 16.509
H -7.749 -12.353 16.471
H -9.368 -9.741 18.513
H -9.885 -11.501 18.637
C -11.840 -10.603 9.864
C -12.692 -11.587 9.116
C -14.021 -11.457 9.907
O -13.592 -11.320 11.245
C -12.334 -10.602 11.292
H -12.008 -9.603 9.464
H -10.765 -10.754 9.766
H -12.219 -12.566 9.189
H -12.895 -11.289 8.087
H -14.478 -12.447 9.899
H -14.692 -10.666 9.573
H -11.594 -11.137 11.889
H -12.443 -9.602 11.711
C -13.099 -5.089 7.203
C -13.393 -4.551 8.620
C -14.830 -4.122 8.342
O -15.339 -5.004 7.367
C -14.329 -5.922 6.921
H -12.207 -5.716 7.210
H -13.013 -4.245 6.518
H -12.727 -3.731 8.888
H -13.415 -5.378 9.330
H -14.812 -3.084 8.012
H -15.437 -4.099 9.247
H -14.436 -6.128 5.856
H -14.337 -6.824 7.533
C -21.373 -9.906 21.170
C -21.548 -9.660 22.620
C -20.277 -10.189 23.267
O -19.560 -10.822 22.210
C -19.881 -10.199 21.001
H -21.651 -9.043 20.566
H -21.964 -10.763 20.848
H -22.453 -10.184 22.925
H -21.622 -8.601 22.867
H -20.575 -10.913 24.025
H -19.740 -9.428 23.834
H -19.690 -10.902 20.190
H -19.369 -9.247 20.861
C -21.163 -1.948 18.799
C -20.222 -2.514 19.833
C -20.612 -3.985 19.878
O -21.129 -4.272 18.581
C -21.113 -3.102 17.762
H -20.851 -1.000 18.361
H -22.164 -1.686 19.142
H -20.438 -1.975 20.755
H -19.172 -2.325 19.612
H -21.416 -4.062 20.609
H -19.708 -4.522 20.165
H -21.926 -3.194 17.042
H -20.198 -3.066 17.170
C -10.173 1.413 20.620
C -9.249 1.485 21.827
C -8.327 0.296 21.512
O -9.162 -0.660 20.937
C -10.279 -0.096 20.300
H -9.773 1.935 19.751
H -11.137 1.864 20.853
H -9.772 1.296 22.765
H -8.631 2.377 21.921
H -7.840 -0.126 22.392
H -7.542 0.524 20.791
H -11.114 -0.572 20.815
H -10.329 -0.261 19.224
O -5.160 -3.363 18.525
C -6.030 -3.087 17.713
O -5.997 -1.963 16.902
C -6.979 -2.081 15.914
C -7.586 -3.528 16.058
C -7.261 -3.882 17.465
H -6.492 -2.072 14.939
H -7.774 -1.338 15.983
H -7.057 -4.222 15.404
H -8.666 -3.451 15.933
H -7.127 -4.947 17.655
H -8.044 -3.531 18.137
O -9.373 0.830 11.929
C -10.624 0.727 11.809
O -11.236 -0.262 12.413
C -12.629 -0.099 12.453
C -12.904 0.843 11.319
C -11.624 1.630 11.198
H -12.875 0.175 13.479
H -13.151 -1.039 12.275
H -13.805 1.447 11.418
H -13.000 0.196 10.447
H -11.552 2.572 11.742
H -11.348 1.919 10.184
O -14.125 -9.627 25.824
C -14.369 -10.530 24.984
O -14.383 -11.793 25.283
C -14.715 -12.686 24.184
C -14.466 -11.831 22.980
C -14.708 -10.435 23.534
H -15.773 -12.887 24.351
H -14.210 -13.652 24.199
H -15.250 -11.935 22.229
H -13.494 -12.010 22.521
H -15.644 -9.918 23.328
H -13.970 -9.745 23.124
O -16.808 -5.566 24.006
C -16.469 -4.922 24.997
O -17.379 -4.660 25.892
C -16.910 -3.978 27.036
C -15.325 -3.992 26.883
C -15.094 -4.360 25.407
H -17.318 -4.435 27.937
H -17.295 -2.959 27.067
H -14.853 -4.745 27.514
H -14.956 -2.982 27.063
H -14.320 -5.099 25.200
H -14.869 -3.522 24.747
O -10.098 -5.955 21.864
C -9.795 -6.140 23.054
O -9.857 -7.329 23.630
C -9.447 -7.328 24.996
C -9.476 -5.832 25.388
C -9.404 -5.031 24.086
H -8.445 -7.742 25.108
H -10.097 -7.927 25.633
H -8.639 -5.605 26.048
H -10.425 -5.590 25.866
H -8.386 -4.690 23.896
H -10.039 -4.152 23.971
O -12.746 -5.451 15.172
C -13.335 -5.347 16.272
O -14.153 -6.331 16.770
C -14.650 -5.983 18.064
C -14.341 -4.487 18.225
C -13.201 -4.235 17.278
H -14.134 -6.627 18.777
H -15.708 -6.224 18.174
H -14.120 -4.154 19.240
H -15.217 -3.869 18.028
H -12.229 -4.339 17.760
H -13.212 -3.214 16.897
O -16.311 0.621 16.551
C -17.203 0.536 15.643
O -17.206 -0.477 14.769
C -18.206 -0.317 13.730
C -19.099 0.861 14.250
C -18.285 1.561 15.305
H -18.773 -1.244 13.647
H -17.760 -0.044 12.773
H -19.974 0.457 14.760
H -19.512 1.543 13.507
H -18.856 1.783 16.207
H -17.811 2.485 14.973
*
```

Atomic partial charges in e from the Löwdin method, atoms 1 to 2: -0.157 -0.175